Formula: C34H55BBaF4N3O14
Source: the OMol25 dataset
Level of theory: ωB97M-V/def2-TZVPD

Output
Energy relative to the best compared isomer or geometry (same formula, charge and spin) = 259.3 kcal/mol
Energy = -81507.039 eV
Strongest force on any atom = 0.06308 Eh/bohr
HOMO energy = -0.387 Eh
LUMO level = -0.2185 Eh

The geometry in ORCA input format:
```
! RIJCOSX wB97M-V def2-TZVPD def2/J DEFGRID3
* xyz 1 1
C -9.9898 -16.4492 4.2644
O -13.4414 -2.7545 7.4758
H -16.9333 -15.2683 5.1604
C -9.4664 -9.5346 -1.9601
O -21.4495 -10.3904 -1.1094
H -9.2204 -7.9561 10.0591
C -8.6188 -8.6828 -2.5711
C -18.6748 -6.0456 4.8945
O -11.2514 -8.5111 10.1489
O -12.8237 -20.2732 3.0996
H -20.7431 -7.5899 7.8257
H -21.1637 -9.0841 7.0675
H -9.9110 -8.3852 8.5034
H -10.2179 -6.8336 9.2374
H -26.1011 -9.8562 -2.6798
H -20.5485 -7.8621 5.1331
H -17.0780 -17.7625 5.4908
H -19.2501 -18.9269 4.7508
H -21.1525 -17.6450 4.2641
H -10.4329 -10.1874 -0.1585
H -19.3601 -6.1253 4.0506
H -18.7236 -14.0401 4.4056
H -19.6166 -9.9274 -1.7617
C -17.8130 -15.8492 4.9258
C -9.8693 -18.8379 4.5110
H -9.5889 -15.5086 4.6122
H -11.5952 -3.2729 11.7442
H -18.6910 -4.9796 5.1212
H -21.6167 -11.0419 -3.1243
O -11.0434 -21.3407 3.8023
H -12.3414 -12.5311 10.3304
C -20.2351 -17.1039 4.4429
C -20.3271 -8.4055 7.2342
H -9.6087 -8.3773 1.1208
H -11.7493 -11.0840 12.4373
O -13.1602 -3.2202 10.3183
C -12.0377 -10.3520 11.6828
C -17.9075 -17.2311 5.0482
F -12.7076 -10.7317 5.1526
H -12.0112 -1.7235 9.6594
H -25.9438 -11.5182 -2.7835
B -13.9441 -10.1599 5.0344
O -21.2649 -13.6782 4.0941
C -25.5443 -10.6738 -2.2219
H -12.1663 -3.4804 5.9712
O -7.0407 -5.6411 -0.3172
C -20.1550 -15.7227 4.3220
N -7.7576 -6.4360 0.2844
C -19.1008 -17.8574 4.7348
C -11.5183 -17.8492 3.0463
C -10.9505 -9.7261 10.8656
H -12.3307 -17.9118 2.3375
O -24.1728 -10.4656 -2.5617
H -19.6478 -11.3923 -0.6670
C -9.3895 -17.5422 4.8840
C -13.7248 -1.7105 8.3575
C -12.6700 -3.4154 11.6320
C -19.8518 -9.5949 9.2463
C -10.1254 -7.8978 9.4544
H -11.3868 -15.7352 2.8349
H -19.0690 -8.5374 5.4321
C -10.9787 -18.9792 3.6485
C -9.2347 -8.4322 0.1091
C -12.3654 -2.5454 6.4947
C -21.8584 -11.3462 -2.1059
H -11.4020 -2.1564 6.8244
O -19.3794 -8.7564 8.2188
H -21.4626 -12.3316 -1.8599
O -7.9998 -6.4356 1.4726
H -8.4808 -8.7292 -3.6413
H -10.1121 -9.5368 11.5359
H -23.6982 -11.5520 -0.9280
H -12.6289 -1.8660 5.6841
C -23.4234 -11.5110 -1.9820
H -19.0267 -9.8761 9.9007
H -10.3876 -10.3846 10.2042
H -7.3658 -6.9607 -2.3053
C -19.7858 -7.8708 5.9117
H -13.6244 -12.6811 11.5991
C -18.9039 -15.0947 4.5529
C -8.3481 -7.5244 -0.5023
C -9.7886 -9.4428 -0.6022
H -13.4950 -1.1610 10.4719
C -20.0687 -10.4135 -0.8972
H -12.3394 -9.5760 12.3863
H -13.2309 -2.7563 12.2946
Ba -15.4190 -7.0110 8.9311
H -19.8434 -9.8277 -0.0060
N -21.4020 -14.9268 4.1554
F -13.8480 -8.7868 5.0266
C -13.2474 -12.1006 10.7570
H -8.5824 -17.3787 5.5828
F -14.5294 -10.6301 3.9044
O -13.1987 -10.6407 10.9269
C -7.9848 -7.7139 -1.8406
O -22.5286 -15.4660 4.0972
O -19.0424 -6.6798 6.1039
H -9.9712 -10.3030 -2.5268
H -20.6186 -9.0719 9.8178
F -14.7912 -10.4729 6.1402
H -9.3364 -19.6892 4.9081
H -23.6804 -12.4702 -2.4314
H -25.7641 -10.7678 -1.1585
H -20.3974 -10.4830 8.9273
C -13.0786 -1.9019 9.7894
H -14.8081 -1.6277 8.4458
H -13.4424 -0.7119 8.0243
N -11.6653 -20.2888 3.4489
H -17.6571 -6.2675 4.5730
H -14.0078 -12.2056 9.9831
C -11.0283 -16.6246 3.3316
H -13.0259 -4.4313 11.8038
*
```



Formula: C34H55Br15FNO5S
Source: the OMol25 dataset
Level of theory: ωB97M-V/def2-TZVPD

Output
Energy = -1112043.283 eV
Strongest force on any atom = 0.21429 Eh/bohr
HOMO energy = -0.259 Eh
LUMO level = -0.0069 Eh

The geometry in ORCA input format:
```
! RIJCOSX wB97M-V def2-TZVPD def2/J DEFGRID3
* xyz 0 1
C -0.8569 -0.8527 1.5716
C -2.0853 -7.7528 0.0853
Br 6.7109 1.5254 0.4375
H -3.0996 2.6791 4.0651
C 2.0398 0.7521 0.9837
H -0.6008 1.8860 -1.8007
C 0.1897 2.4139 -8.0492
H 4.4687 0.9485 0.3699
H -3.5442 1.8621 -1.7773
H 1.7326 5.0395 7.0730
Br 6.4756 -2.4882 -1.7932
O 0.6435 -4.6153 1.8487
C 0.2395 6.3959 6.3135
O -1.3975 -3.2328 0.0204
C -0.7262 0.7600 1.2293
C 0.4578 1.6883 -1.2847
C 0.6768 -3.8243 2.9432
H -2.9278 -8.4345 -0.0691
C 1.8689 -4.1112 4.0426
Br -7.9513 2.5997 -2.1801
Br -1.0302 -7.8748 -1.5510
C -0.4253 1.6487 2.5786
H -0.2808 3.8971 3.1231
H -0.7423 4.3420 -7.5952
H 6.1117 -4.4769 -3.2154
H -0.5507 6.3235 7.0658
H 2.1444 0.3499 2.0738
C 1.0784 5.1439 6.2016
H -2.4133 3.7929 1.1577
H -4.4446 0.2050 -2.0082
H 1.2084 -1.6113 2.2455
C -3.1984 3.6712 3.4097
H 6.6875 -0.8121 2.2427
H 1.5892 -6.2117 -3.0473
C -9.4987 4.1320 -0.3143
Br -8.0703 5.2771 0.3580
C 8.1287 0.3441 1.0685
C -2.5775 -6.3425 0.3148
C 8.0287 -4.8448 -2.3010
O -0.3865 -2.8141 3.0612
H -3.0715 2.1167 -4.7078
H -1.4065 3.4921 -9.0149
H -2.4033 -0.7986 -3.6868
C 0.0752 3.2115 2.2439
O -1.5328 -0.7876 -1.2184
Br 3.1729 -4.4925 -2.1629
C -0.9870 3.3615 -8.0130
C -3.2721 3.2897 1.7851
H 1.6832 5.1053 5.2923
H 0.1508 -0.8608 3.7345
H -10.2673 4.1490 0.4641
Br 1.1986 2.4770 -6.3808
H -0.2549 -4.5560 -3.8954
H 8.3120 -0.3478 0.2411
C -3.3528 1.6316 1.5412
H -1.9708 -0.9904 1.9800
Br 9.7997 -4.0304 -2.2369
H -1.4605 -8.1330 0.8973
H -2.0018 2.1029 -0.1548
C 2.9695 1.7140 -1.4247
H -9.8489 2.0400 -0.6982
H -0.2472 3.5784 1.1823
C 3.3334 1.1060 0.0361
C 7.7016 -0.4098 2.3066
Br 7.7629 0.7337 3.8859
C -9.0064 2.7217 -0.5438
H -9.8912 4.6073 -1.2174
H -4.2078 4.1792 3.7907
H 7.4177 -3.4686 -3.8902
Br -0.6251 6.8197 4.6175
H 7.7558 -5.0979 -1.2728
Br -0.4352 -4.7824 -1.4405
C -3.3686 0.7154 -1.9295
H 0.4938 1.2298 3.2194
H 1.6636 -3.4374 4.9776
H 9.0164 0.9639 1.2220
H 1.7538 -5.2555 4.3531
Br -0.0371 3.5434 6.2128
H 0.8696 7.2622 6.5360
H -1.0567 1.7246 -4.3671
H -0.0960 1.3716 -8.2105
C 7.0322 -3.9334 -2.9794
C -2.5982 0.3273 -3.3409
C 1.7242 -5.1546 -3.2892
C 0.1315 -1.4521 2.7020
H -3.2398 1.0352 2.5694
H -2.9700 -5.8672 -0.5883
C 0.5823 1.0970 0.2334
H 8.3990 -1.2260 2.5203
H 8.1599 -5.7665 -2.8755
C -2.1950 1.4903 -4.2196
S -0.7735 -1.7852 -0.0633
N 1.6697 1.9857 -2.0987
C 0.4703 -4.3309 -3.1078
H 0.6572 -3.2537 -3.0885
H 3.9244 1.9999 -2.0849
H 2.8867 -3.9036 3.4992
H 2.0986 -5.0656 -4.3140
O 0.7166 -2.0300 -0.5233
Br -5.2464 1.3784 0.9622
H -3.3461 -6.3255 1.0932
Br -2.4461 2.6338 -6.9429
C -2.6625 -0.0138 -0.5961
H -4.2694 3.8341 1.4157
H -2.3322 4.4229 3.6584
C -2.1868 1.1117 0.4900
F -3.5176 -1.1236 -0.0469
H -8.3817 2.3415 0.2682
H 1.2684 3.2464 2.2527
H -1.3110 1.6328 3.3793
H 0.9029 2.7148 -8.8233
Br -1.1491 -5.1974 0.9871
*
```